Record 1
{"formula": "C11H7BrCuF3N2S", "method": "ωB97M-V/def2-TZVPD", "elements": ["Cu", "F", "C", "F", "F", "C", "C", "C", "C", "N", "C", "S", "H", "H", "H", "Br", "C", "C", "C", "C", "C", "N", "H", "H", "H", "H"], "positions_angstrom": [[1.036, -0.844, 0.478], [-3.540, -3.276, 0.562], [-3.707, -1.992, 0.222], [-3.538, -1.930, -1.109], [-5.011, -1.723, 0.433], [-2.811, -1.046, 0.968], [-3.322, 0.008, 1.695], [-2.457, 0.873, 2.362], [-1.098, 0.664, 2.244], [-0.593, -0.313, 1.507], [-1.409, -1.188, 0.861], [-0.597, -2.351, -0.064], [-4.387, 0.172, 1.744], [-2.837, 1.699, 2.937], [-0.378, 1.296, 2.748], [2.238, 2.062, 1.305], [2.718, 1.308, -0.357], [3.369, 2.093, -1.292], [3.737, 1.504, -2.491], [3.419, 0.168, -2.708], [2.759, -0.528, -1.716], [2.408, 0.025, -0.546], [3.578, 3.130, -1.077], [4.264, 2.078, -3.235], [3.679, -0.324, -3.631], [2.481, -1.563, -1.839]], "lumo_energy_ev": -0.2795, "orbital_gap_ev": 7.17}

***

Record 2
{"formula": "C11H7ClNO4S2TeTi", "method": "ωB97M-V/def2-TZVPD", "elements": ["Ti", "Cl", "C", "C", "C", "C", "O", "C", "C", "O", "C", "H", "H", "H", "H", "Te", "C", "C", "C", "C", "S", "H", "H", "H", "S", "O", "N", "O"], "positions_angstrom": [[-0.489, -0.873, -0.585], [-5.519, -0.051, 4.637], [-4.515, -0.091, 3.208], [-5.099, 0.181, 1.955], [-4.355, 0.155, 0.813], [-2.963, -0.160, 0.842], [-2.296, -0.209, -0.254], [-2.394, -0.403, 2.120], [-0.991, -0.659, 2.295], [-0.146, -0.656, 1.397], [-3.187, -0.374, 3.289], [-6.156, 0.411, 1.913], [-4.799, 0.360, -0.152], [-0.656, -0.862, 3.322], [-2.727, -0.573, 4.249], [2.399, -0.729, -2.220], [4.079, 0.527, -2.368], [5.386, 0.142, -2.523], [6.273, 1.236, -2.732], [5.623, 2.434, -2.725], [3.945, 2.228, -2.471], [5.713, -0.889, -2.476], [7.342, 1.134, -2.867], [6.053, 3.419, -2.829], [0.968, 1.000, -1.342], [0.044, -2.700, -0.573], [-1.024, -2.476, -1.501], [-0.510, -1.525, -2.421]], "charge": -1, "de_lowest_kcal_mol": 8.7, "lumo_energy_ev": 1.8601, "orbital_gap_ev": 5.50}

***

Record 3
{"formula": "C11H7F6N3O5PtS2", "method": "ωB97M-V/def2-TZVPD", "elements": ["Pt", "O", "C", "C", "C", "C", "C", "C", "C", "N", "C", "C", "N", "H", "H", "H", "H", "H", "H", "H", "F", "C", "F", "F", "S", "O", "O", "N", "S", "O", "O", "C", "F", "F", "F"], "positions_angstrom": [[0.430, -0.040, -1.215], [-1.501, 0.028, -0.618], [-2.218, -0.798, 0.114], [-3.605, -0.552, 0.185], [-4.438, -1.361, 0.914], [-3.918, -2.452, 1.620], [-2.568, -2.704, 1.570], [-1.693, -1.899, 0.827], [-0.269, -2.194, 0.818], [0.667, -1.594, 0.101], [1.887, -2.165, 0.408], [1.683, -3.135, 1.329], [0.328, -3.144, 1.575], [-3.976, 0.301, -0.370], [-5.500, -1.153, 0.947], [-4.568, -3.093, 2.199], [-2.187, -3.558, 2.119], [2.798, -1.827, -0.054], [2.363, -3.803, 1.825], [-0.141, -3.739, 2.234], [4.099, 1.287, 1.146], [3.181, 2.062, 0.572], [1.983, 1.727, 1.052], [3.424, 3.330, 0.862], [3.263, 1.805, -1.245], [2.754, 0.446, -1.463], [4.628, 2.035, -1.579], [2.314, 2.932, -1.768], [0.988, 2.844, -2.585], [0.472, 1.473, -2.777], [0.990, 3.648, -3.757], [-0.198, 3.669, -1.448], [-1.390, 3.701, -2.034], [-0.299, 3.017, -0.293], [0.219, 4.905, -1.214]], "s_squared": 2.013, "lumo_energy_ev": [0.0003, -2.5095], "orbital_gap_ev": [8.28, 6.38], "multiplicity": 3}

***

Record 4
{"formula": "C11H7N4O3RuS5SbSe", "method": "ωB97M-V/def2-TZVPD", "elements": ["Ru", "S", "Sb", "S", "S", "O", "S", "O", "O", "S", "Se", "C", "N", "N", "C", "C", "C", "C", "C", "C", "C", "N", "C", "C", "N", "C", "H", "H", "H", "H", "H", "H", "H"], "positions_angstrom": [[-0.683, 3.104, 0.559], [3.676, 4.079, 3.193], [2.152, 2.683, 2.272], [1.517, 3.277, 0.010], [-0.115, 2.940, 2.891], [-2.727, 2.783, 0.854], [-3.306, 2.559, -0.534], [-4.351, 3.484, -0.855], [-3.592, 1.165, -0.765], [-1.533, 3.038, -1.557], [-0.770, 5.589, 0.846], [-2.278, 6.157, -0.031], [-3.182, 6.654, -0.549], [3.446, -6.520, -2.144], [2.859, -5.592, -1.753], [2.151, -4.477, -1.283], [0.724, -4.507, -1.140], [0.038, -3.421, -0.676], [0.722, -2.234, -0.321], [2.132, -2.184, -0.454], [2.827, -3.264, -0.919], [0.006, -1.115, 0.175], [-1.064, -1.140, 1.045], [-1.415, 0.152, 1.282], [-0.572, 0.967, 0.581], [0.261, 0.179, -0.088], [0.185, -5.403, -1.421], [-1.044, -3.457, -0.604], [2.665, -1.288, -0.158], [3.905, -3.214, -1.000], [-1.458, -2.068, 1.419], [-2.207, 0.559, 1.883], [1.030, 0.515, -0.759]], "charge": -2, "de_lowest_kcal_mol": 0.0, "s_squared": 6.050, "lumo_energy_ev": [4.1626, 1.9962], "orbital_gap_ev": [4.08, 5.43], "multiplicity": 5}

***

Record 5
{"formula": "C11H7NO3S6SeZr", "method": "ωB97M-V/def2-TZVPD", "elements": ["Zr", "S", "C", "S", "C", "C", "S", "S", "S", "Se", "C", "N", "C", "C", "C", "C", "C", "C", "C", "S", "O", "O", "O", "H", "H", "H", "H", "H", "H", "H"], "positions_angstrom": [[-2.100, -0.497, -0.958], [-4.150, -5.726, 3.211], [-3.914, -4.535, 2.127], [-3.211, -4.788, 0.538], [-3.256, -3.114, 0.012], [-3.767, -2.214, 0.895], [-3.998, -0.499, 0.611], [-4.320, -2.858, 2.435], [-2.789, -2.752, -1.642], [-3.572, 0.273, -3.187], [-2.779, 1.397, -2.100], [-2.134, 1.766, -1.176], [3.941, 3.547, 0.829], [3.121, 2.401, 0.339], [2.303, 2.527, -0.779], [1.489, 1.484, -1.185], [1.523, 0.300, -0.473], [2.343, 0.137, 0.628], [3.140, 1.191, 1.033], [0.423, -1.012, -0.883], [-0.620, -0.995, 0.225], [1.051, -2.275, -1.023], [-0.399, -0.571, -2.065], [3.863, 4.400, 0.161], [4.986, 3.258, 0.925], [3.592, 3.843, 1.818], [2.296, 3.450, -1.336], [0.832, 1.583, -2.038], [2.333, -0.802, 1.158], [3.774, 1.080, 1.899]], "de_lowest_kcal_mol": 30.4, "lumo_energy_ev": -0.6787, "orbital_gap_ev": 6.94}

***

no.,E_tot (eV)
1,-148171.8052
2,-85804.1374
3,-67447.9679
4,-152268.9885
5,-150793.7167